{"formula": "C58H48FNO5P2PtS2", "method": "ωB97M-V with the def2-TZVPD basis set", "lumo_energy_ev": [-0.21, -0.21], "charge": 0, "orbital_gap_ev": [6.89, 6.89], "fmax_ev_per_a": 1.75, "symbols": ["C", "O", "C", "O", "C", "C", "H", "S", "C", "C", "H", "H", "C", "C", "H", "C", "C", "Pt", "C", "H", "H", "C", "H", "C", "H", "H", "H", "H", "H", "C", "C", "C", "C", "H", "C", "H", "H", "H", "S", "H", "C", "H", "C", "H", "H", "C", "C", "C", "H", "C", "C", "H", "C", "H", "O", "O", "H", "H", "O", "C", "H", "C", "C", "C", "N", "H", "C", "C", "H", "H", "H", "C", "H", "C", "C", "H", "F", "H", "P", "C", "H", "C", "C", "C", "H", "H", "H", "C", "C", "C", "C", "C", "H", "H", "P", "C", "C", "H", "C", "C", "C", "C", "C", "H", "H", "C", "H", "C", "H", "C", "C", "H", "H", "C", "C", "C", "H", "H"], "xyz": [[-4.17092, 0.52063, -2.90744], [2.05516, 1.95059, -1.63742], [5.14044, -0.53897, 5.95294], [-1.64081, 1.79889, -0.00075], [-3.07864, 0.52618, -3.75640], [-1.70324, 0.20681, 3.40187], [-1.07039, -7.08798, -2.50549], [1.83166, 2.48779, -0.32506], [-1.72697, -0.46285, 4.61673], [-4.01038, -1.10915, 4.21758], [0.04821, -2.14970, -4.01588], [5.65089, -2.21437, 3.59740], [3.94394, 0.00470, -0.25850], [-1.93206, 4.64044, 3.31863], [-0.84924, -0.49945, 5.24883], [3.18446, -0.99321, -4.17316], [2.76667, -0.84632, 2.40942], [-0.40948, -0.20322, 0.53509], [-3.99466, -0.43148, 3.00854], [-0.62100, 4.79422, -1.38510], [-4.95346, -0.13842, -1.02098], [0.40021, 4.96365, 2.90251], [-1.04894, -0.09476, -4.06019], [4.38801, 4.97549, 1.59204], [-3.13067, 1.06188, -4.69425], [1.84564, -1.78500, -5.66182], [-2.90299, 5.04523, 3.55723], [2.92588, 4.50878, -1.92599], [-4.89357, -1.64939, 4.52422], [-0.07851, 3.85694, -1.54035], [-1.01673, 2.77923, -2.08798], [0.55166, 3.60332, 2.72677], [3.09442, 3.70843, 0.03023], [-2.79565, 0.67855, 1.61942], [-2.08486, 2.43878, -1.01294], [3.84895, -0.08456, 7.66381], [4.13208, -2.25738, 1.65812], [5.46351, 7.87264, 0.16157], [1.77196, -1.23513, 0.91944], [3.55555, 3.04004, 2.00262], [5.24661, 7.26419, 1.03532], [4.80568, 5.09749, 2.58027], [-1.78618, -3.79295, -2.37226], [-2.86947, -1.30846, -0.37904], [-2.64497, 2.63129, 3.21735], [0.99110, -1.73246, -3.68326], [-0.53770, 2.74243, 2.83507], [3.66991, 3.83355, 1.28137], [6.18048, 7.06160, 1.55497], [4.55960, 5.98885, 0.65422], [2.74163, -0.60916, -0.49503], [-0.96189, 6.55297, 3.36623], [4.44256, -0.78465, 4.64699], [6.26717, -0.73816, -3.72304], [1.76363, 1.55974, 0.78614], [1.99829, -2.66988, 0.74208], [-2.74569, -5.45651, -3.29732], [-1.50663, 3.13094, -2.99684], [-3.22446, 2.84636, -1.14351], [2.01150, -1.53543, -4.62261], [1.03706, -3.95080, -0.51370], [3.24170, -0.05020, 4.60226], [2.33920, -0.04930, 3.50750], [4.43118, -0.59441, -4.90788], [0.50872, 3.47352, -0.26682], [5.32198, -1.47559, 6.48266], [-2.87819, -1.12637, 5.01359], [-1.90804, -0.13154, -3.40459], [4.67715, 1.32726, 7.02244], [-2.51615, -3.07963, -2.72561], [-4.86915, -0.42748, 2.37512], [3.91161, -1.60501, 2.48944], [0.04904, 1.92235, 5.06168], [3.32727, 4.66541, -0.93859], [4.77133, -1.59156, 3.59495], [-0.43294, 1.88195, -2.30302], [-1.16195, -2.06072, 1.54630], [1.66708, 1.90818, 6.88152], [-0.25914, 0.96241, 2.57636], [2.34224, -0.92086, -1.82542], [1.52135, 3.19507, 2.49573], [3.03821, 0.63951, 5.81316], [4.19139, 0.39009, 6.74224], [4.87558, 0.28316, -1.27144], [-5.06469, 1.06028, -3.17567], [4.23813, 6.53988, -1.38896], [0.81101, -6.33068, -1.09545], [-1.84024, -0.80491, -2.19540], [0.08279, -5.61927, -1.45577], [1.88808, 1.35859, 5.97928], [-0.97482, -6.04521, -2.24292], [4.59045, -0.12663, -2.54207], [-0.21413, 3.02386, 0.30075], [4.60812, 7.84113, 1.70592], [-0.41711, -1.57861, -1.36059], [-2.94810, -0.80026, -1.33629], [-1.91440, -5.13242, -2.68925], [-2.88399, -1.68453, 5.94044], [-2.84199, 0.19841, 2.59109], [-0.70758, -3.35902, -1.61023], [0.22093, -4.28163, -1.13628], [4.06472, 5.79380, -0.62999], [-0.84403, 5.48996, 3.20939], [5.80102, 0.77646, -1.01895], [4.18786, 0.27956, 0.75565], [-4.10770, -0.14767, -1.69280], [4.20356, 0.19202, -5.62953], [5.39401, -0.08655, -3.81021], [6.10978, -0.06457, 5.78638], [1.10777, -1.41059, -2.34236], [0.96880, 1.36760, 4.92481], [5.75930, 0.91976, -4.01674], [0.73698, 4.03330, -2.24387], [-1.78763, 3.27838, 3.12481], [1.15375, 0.71442, 3.71783], [3.33402, -0.70069, -2.80437], [4.85809, -1.43052, -5.46466], [1.25529, 5.61779, 2.80512]], "forces_ev_per_a": [[0.0, -0.1, -0.1], [-0.1, 0.5, -0.1], [0.2, 0.0, 0.1], [0.5, -1.2, 1.1], [-0.1, 0.0, -0.1], [0.0, -0.1, -0.2], [0.0, -0.1, 0.0], [0.1, 0.7, 0.2], [0.2, 0.1, 0.0], [0.1, 0.0, 0.0], [0.0, 0.0, -0.1], [0.2, -0.1, 0.0], [-0.1, -0.3, 0.0], [-0.1, 0.2, 0.0], [0.0, 0.0, 0.0], [-0.2, -0.1, 0.1], [-0.4, 0.0, -0.5], [0.6, -0.4, 0.5], [-0.1, -0.1, 0.0], [0.1, -0.1, 0.0], [0.0, 0.0, 0.0], [0.1, 0.2, 0.1], [0.0, 0.0, 0.0], [0.0, 0.0, -0.1], [0.0, 0.0, 0.0], [0.0, 0.0, 0.0], [-0.1, 0.0, 0.0], [-0.1, 0.1, -0.2], [-0.1, 0.0, 0.1], [-0.1, 0.1, -0.6], [-0.2, -0.1, 0.4], [-0.1, 0.0, 0.1], [-0.2, -0.3, -0.1], [-0.1, 0.1, 0.0], [0.3, 0.3, -1.3], [0.0, 0.1, 0.0], [0.0, -0.1, -0.1], [0.0, 0.1, 0.0], [0.5, 0.7, -0.4], [-0.1, -0.1, 0.2], [0.0, 0.0, 0.0], [0.1, -0.1, 0.1], [0.0, 0.3, 0.1], [-0.1, 0.0, 0.1], [-0.1, 0.0, 0.0], [-0.1, 0.0, 0.4], [0.1, 0.3, -0.5], [0.0, -0.2, 0.1], [0.1, 0.0, 0.1], [0.0, -0.1, 0.0], [0.4, 0.0, 0.7], [0.0, 0.0, 0.0], [-0.1, -0.1, -0.2], [0.0, 0.1, 0.0], [0.4, 1.2, 0.1], [-0.3, -1.0, 0.1], [-0.1, -0.1, 0.0], [0.0, 0.0, 0.1], [-0.3, 0.2, 0.1], [0.3, 0.1, 0.0], [0.0, 0.0, 0.0], [-0.1, -0.1, -0.1], [0.1, 0.1, 0.3], [0.1, 0.0, -0.2], [0.6, -0.7, 0.2], [0.0, 0.0, 0.0], [-0.1, -0.1, 0.1], [0.1, -0.2, 0.0], [0.0, 0.0, 0.0], [-0.1, 0.0, 0.0], [-0.1, 0.0, -0.1], [-0.2, 0.0, -0.2], [0.0, 0.0, 0.0], [0.1, 0.0, -0.1], [0.0, 0.2, 0.2], [0.0, 0.1, 0.0], [0.1, 0.2, -0.1], [0.0, 0.0, 0.1], [-0.9, -0.8, 0.5], [0.0, 0.0, -0.3], [0.0, 0.0, 0.1], [-0.3, 0.1, -0.1], [0.1, 0.1, 0.2], [0.1, -0.1, -0.3], [-0.1, 0.1, 0.0], [0.0, 0.1, -0.1], [0.1, -0.1, 0.1], [0.1, 0.1, 0.3], [0.0, 0.0, 0.0], [0.3, -0.1, 0.1], [-0.1, 0.0, 0.0], [0.0, 0.1, 0.3], [0.0, -0.2, 0.2], [0.0, 0.1, 0.0], [-0.2, 0.6, -0.4], [0.0, -0.2, -0.1], [0.0, -0.1, -0.1], [0.0, 0.0, 0.0], [0.1, 0.1, 0.0], [-0.2, 0.0, 0.5], [0.0, 0.0, 0.1], [0.0, -0.1, 0.0], [0.0, -0.1, 0.0], [0.2, 0.1, 0.0], [0.1, 0.1, 0.0], [-0.1, 0.0, -0.1], [0.0, 0.0, 0.0], [0.2, 0.1, 0.0], [0.0, -0.1, 0.0], [-0.4, 0.1, 0.0], [-0.1, -0.1, -0.3], [0.0, 0.0, 0.0], [-0.2, 0.1, -0.1], [0.0, -0.2, 0.0], [-0.3, 0.1, -0.2], [-0.1, 0.0, 0.2], [0.0, 0.0, 0.0], [0.1, 0.0, 0.0]], "mulliken_charge": [-0.74, -0.89, -0.81, -0.54, -0.43, 0.90, 0.39, 1.55, -1.02, -0.81, 0.82, 0.48, 0.38, -0.75, 0.35, -0.04, -0.41, 3.26, -1.06, 0.52, 0.39, -0.79, 0.33, -0.95, 0.42, 0.48, 0.45, 0.44, 0.40, -1.05, 0.25, 0.06, 0.19, 0.48, 0.00, 0.28, 0.62, 0.37, 1.24, 0.30, -1.49, 0.42, -0.27, 0.65, 0.39, -0.27, 0.43, -0.20, 0.35, 1.13, -0.14, 0.40, 0.38, 0.29, 0.65, -0.92, 0.44, 0.49, -0.73, -1.33, 0.72, 1.41, -1.70, -0.79, 0.59, 0.31, -0.80, -1.20, 0.29, 0.42, 0.48, 0.12, 0.76, -1.39, -1.39, -0.31, -0.79, 0.47, 2.20, -0.76, 0.14, 0.16, -0.89, -1.53, 0.36, 0.36, 0.47, 0.90, -0.88, -1.45, -0.58, 0.56, -0.61, 0.29, 0.81, -1.01, -0.78, 0.41, -0.62, 0.66, -0.67, -1.01, -0.89, 0.54, 0.38, -0.73, 0.26, -1.00, 0.27, 0.01, -0.10, 0.28, 0.47, -0.77, -0.11, 1.03, 0.32, 0.53]}